A structure of composition Ag2ClO4Pb at a distorted geometry. Source: the Open Molecules 2025 dataset; level of theory: the ωB97M-V functional and the def2-TZVPD basis.

Last column: Löwdin spin population.
Geometry (Å):
Pb 2.44081 4.73217 7.16324  -0.001
Ag 5.12643 2.44556 5.56858  0.084
Ag 2.70906 8.14473 3.31016  0.403
Cl 3.78173 5.39706 3.38839  -0.057
O 5.07188 4.70395 4.37000  0.906
O 3.22427 6.25971 4.32796  0.139
O 4.44033 6.64097 2.63624  0.463
O 2.60232 4.40909 2.89059  0.063

- E (eV) = -33862.8916
- net charge = +5
- Kohn-Sham gap (spin up / spin down) (Ha) = 0.31599 / 0.24818
- 2S+1 = 3
- lowest unoccupied orbital energy (spin up / spin down) (Eh) = -0.907 / -0.960